Entry 1:
Molecular formula: C8H11ClN2O2S
Method: DFT, wB97M-V/def2-TZVPD

Positions of all 25 atoms, in Å:
C  1.436  -0.826  -0.924
H  2.059  -2.035  0.624
O  -1.789  4.071  2.394
N  -1.479  2.084  1.428
H  -1.007  1.659  2.265
C  1.039  0.273  -0.057
S  -1.961  3.912  -0.285
H  -0.840  -0.607  2.037
C  2.377  -2.972  -1.450
H  1.153  -0.641  -1.981
H  1.457  0.205  0.973
C  -1.657  2.191  -0.901
H  -0.752  -1.820  0.967
C  1.986  -1.967  -0.500
H  2.639  -3.906  -0.975
H  -1.206  -0.390  -0.904
N  -1.626  1.382  0.257
Cl  1.471  1.945  -0.601
C  -1.341  -0.926  1.095
O  -1.546  1.749  -2.033
H  -2.418  -1.150  1.227
C  -1.698  3.387  1.426
C  -1.031  0.130  0.089
H  3.203  -2.649  -2.122
H  1.530  -3.100  -2.049

Output
charge: 0
E_HOMO: -8.442 eV
energy above the lowest of the compared OMol25 structures with the same formula, charge and spin: 32.8 kcal per mole

---

Entry 2:
Molecular formula: C5H8N2
Method: DFT, wB97M-V/def2-TZVPD

Positions of all 15 atoms, in Å:
H  -0.132  -1.249  1.573
H  -2.543  -1.631  -0.456
H  -1.130  1.107  -1.762
N  -0.888  -0.309  -0.217
N  1.906  0.910  1.695
C  -0.012  -0.449  0.851
H  2.234  0.124  2.240
C  0.917  0.559  0.764
H  -1.727  -0.983  -1.921
C  -0.496  0.775  -0.953
C  0.626  1.323  -0.410
C  -1.584  -1.372  -0.914
H  -0.979  -2.283  -1.016
H  2.681  1.382  1.248
H  1.148  2.193  -0.785

Output
charge: 0
E_HOMO: -7.434 eV
energy above the lowest of the compared OMol25 structures with the same formula, charge and spin: 16.5 kcal per mole
structure (SMILES): Cn1ccc(N)c1

---

Entry 3:
Molecular formula: C15H44N6O7
Method: DFT, wB97M-V/def2-TZVPD

Positions of all 72 atoms, in Å:
H  14.101  20.707  -26.561
H  16.880  19.926  -28.810
H  15.370  21.059  -30.122
H  18.500  29.233  -20.996
N  16.104  21.365  -24.395
H  19.655  22.975  -17.964
H  17.640  23.252  -22.309
H  11.356  20.718  -24.531
H  16.115  20.404  -24.672
H  17.236  25.537  -22.866
H  18.329  21.616  -19.096
H  16.126  26.263  -26.457
H  18.587  17.522  -24.404
H  18.106  21.810  -20.793
H  13.505  18.319  -26.649
O  15.932  23.698  -25.982
N  13.763  24.079  -26.437
C  17.898  28.746  -21.764
H  17.840  25.781  -20.707
C  18.072  17.541  -22.297
H  13.943  20.587  -29.125
H  17.076  18.369  -24.062
H  10.735  21.545  -25.923
H  14.435  26.393  -26.741
H  19.219  27.050  -22.137
O  15.754  19.649  -27.123
C  17.696  17.516  -23.774
N  19.771  23.605  -18.733
C  11.066  20.563  -25.570
C  16.787  17.567  -21.470
H  14.560  17.965  -29.100
H  20.166  24.512  -18.572
H  17.081  16.638  -23.991
C  15.015  20.801  -29.125
H  16.196  27.030  -22.792
H  15.841  22.152  -24.977
H  15.091  21.702  -28.513
H  16.864  23.598  -23.820
C  15.851  19.656  -28.544
H  11.849  19.952  -27.436
H  18.589  16.589  -22.143
H  16.613  19.465  -26.737
H  15.754  18.517  -30.287
C  12.793  18.742  -25.937
C  19.105  23.351  -19.894
O  19.162  24.105  -20.877
H  16.188  16.694  -21.743
C  16.860  21.643  -23.299
C  12.206  20.054  -26.405
H  13.550  23.093  -26.511
H  13.298  18.733  -24.969
O  18.929  18.624  -22.026
N  18.415  22.188  -19.913
H  18.181  29.275  -22.681
N  15.228  25.823  -26.532
H  16.213  17.489  -28.903
C  17.203  26.619  -22.902
H  12.074  17.925  -25.803
C  18.169  27.259  -21.909
H  16.853  28.957  -21.544
H  16.928  17.517  -20.387
C  15.034  24.508  -26.278
O  17.921  26.740  -20.591
O  17.317  20.727  -22.580
H  17.436  27.016  -23.898
H  18.538  19.424  -22.437
H  10.167  19.955  -25.681
N  17.041  22.951  -23.065
C  15.586  18.319  -29.227
H  16.197  18.471  -21.624
H  13.002  24.725  -26.354
O  13.225  21.066  -26.340

Output
charge: 0
E_HOMO: -9.207 eV
energy above the lowest of the compared OMol25 structures with the same formula, charge and spin: 0.0 kcal per mole
structure (SMILES): NC(N)=O.NC(N)=O.NC(N)=O.CC(C)O.CC(C)O.CC(C)O.CC(C)O

---

Entry 4:
Molecular formula: C3H4N2O
Method: DFT, wB97M-V/def2-TZVPD

Positions of all 10 atoms, in Å:
C  -0.301  -0.936  -0.509
C  -0.039  -0.211  -1.603
O  0.373  1.071  -1.500
N  0.028  0.241  1.790
H  -0.025  -0.459  -2.604
N  0.080  1.413  -0.218
H  0.415  1.042  2.167
C  -0.112  0.273  0.418
H  0.262  -0.500  2.391
H  -0.682  -1.934  -0.332

Output
charge: 0
E_HOMO: -8.728 eV
energy above the lowest of the compared OMol25 structures with the same formula, charge and spin: 68.6 kcal per mole
structure (SMILES): Nc1ccon1

---

Entry 5:
Molecular formula: C52H101NO18
Method: DFT, wB97M-V/def2-TZVPD

Positions of all 172 atoms, in Å:
C  -2.231  3.864  -5.047
C  3.576  4.155  5.414
H  -7.040  -0.159  -1.375
H  -3.295  -2.573  -5.772
C  0.780  -3.035  -5.858
H  1.179  -2.048  -6.004
C  -1.139  5.053  -3.505
H  2.507  -2.070  2.008
H  -3.565  5.468  -5.062
O  2.116  -5.555  -0.149
C  5.231  -1.449  4.754
O  -0.551  3.242  1.526
H  -2.343  -1.654  -2.018
H  -3.689  2.268  -0.962
H  -1.007  -2.419  0.143
H  -1.682  -4.949  0.089
H  -2.343  0.115  -4.871
H  0.047  -0.558  4.804
O  3.487  0.386  -0.783
H  -2.167  3.146  2.813
H  0.195  4.098  -0.851
H  -0.144  1.605  -5.602
C  3.038  3.789  1.794
C  -1.135  2.814  2.785
O  1.441  0.293  -6.027
C  -0.603  -2.989  -5.248
H  -2.393  2.822  -5.210
H  3.969  -3.813  -1.663
H  -4.037  -0.126  -1.064
H  -5.318  2.588  -0.435
H  0.813  2.388  -0.586
C  4.905  -0.233  5.575
H  -0.865  5.883  -4.196
H  2.923  3.663  7.353
H  0.757  0.930  5.509
H  5.746  0.222  6.105
H  -4.070  -0.163  -5.082
H  -0.631  -1.757  -2.248
C  -4.920  0.472  -0.853
H  0.738  3.192  3.801
H  -0.328  4.592  3.651
H  5.242  1.504  -0.754
C  2.998  -5.786  -1.169
O  0.015  -1.999  7.061
H  -5.231  -0.860  3.007
H  4.438  0.592  4.998
C  -1.377  -1.230  -1.692
C  3.271  3.387  3.226
H  2.663  2.874  -5.523
H  -3.477  -1.420  4.649
O  3.478  2.243  3.628
H  4.373  3.466  5.385
H  -0.544  5.037  -2.572
H  -3.842  1.639  1.941
H  -6.243  1.144  -3.735
H  0.537  -4.346  6.527
C  0.892  -2.716  7.791
H  -4.770  0.610  5.460
O  -0.631  -0.599  2.210
C  4.889  0.447  -0.471
H  1.158  3.533  -5.848
O  1.816  -2.292  8.412
H  1.392  -3.726  -5.255
C  3.088  -4.449  -1.927
H  2.102  -2.646  -1.343
H  1.297  0.143  -8.126
C  1.716  2.604  -5.999
H  -3.689  -0.666  2.124
C  1.867  0.584  -7.314
C  -3.804  -4.149  -2.278
H  -0.689  3.326  4.818
H  1.693  4.260  6.439
H  -5.130  0.109  0.187
H  5.030  0.346  0.606
H  -1.272  -0.187  -1.963
H  -2.857  4.526  -2.281
O  -1.070  3.797  -4.196
H  2.744  -6.641  -1.800
H  2.407  -0.375  -2.317
H  2.488  2.597  -8.093
C  -0.270  3.524  3.870
H  3.167  -4.676  -2.957
C  -6.038  0.050  -1.827
H  -0.631  -0.156  7.307
H  -5.738  -4.091  -1.159
O  -1.282  -1.955  -5.684
H  -2.001  -0.938  0.308
H  -5.745  -0.858  -2.446
H  1.045  -0.304  7.753
C  0.953  1.434  -5.404
C  3.365  0.161  -2.203
C  -3.078  -0.448  -5.509
H  1.988  4.002  1.679
H  3.526  4.784  1.562
H  4.979  -3.422  3.045
O  -3.828  1.793  4.024
C  5.475  -0.724  -1.331
C  2.997  -2.893  2.481
O  3.144  4.395  4.034
C  -4.400  1.221  2.835
H  0.636  -3.649  -6.789
C  -4.303  -0.297  2.924
C  -3.369  -0.503  4.116
O  6.022  -2.319  5.047
H  -1.791  -4.522  -2.434
C  -4.706  1.971  -1.061
C  -2.558  -4.612  -0.460
H  4.058  -1.723  -2.678
H  4.906  -2.207  1.756
O  -1.992  2.039  0.353
H  2.918  0.354  -7.376
C  0.297  -0.583  7.010
C  2.521  3.577  6.344
H  0.241  -5.124  -0.997
C  1.406  0.608  1.758
H  1.698  -0.623  5.423
O  -5.122  2.229  -2.419
H  2.176  2.615  6.068
C  1.096  -4.567  -0.529
C  -1.130  -1.368  -0.214
H  3.987  -6.003  -0.693
C  -3.326  4.637  -4.387
H  1.153  -3.590  -2.480
C  -3.855  -4.424  -0.041
H  3.240  3.022  1.040
H  -4.328  -4.551  0.937
C  1.762  2.099  -7.433
N  -2.539  -4.394  -1.777
H  -4.221  4.070  -4.097
H  -4.010  -3.925  -3.327
C  -4.653  -4.232  -1.166
H  5.098  -0.431  -3.442
H  0.630  -4.120  0.348
H  -1.183  1.726  2.839
O  -1.109  -3.911  -4.649
H  1.152  -4.876  8.163
H  -5.406  1.597  2.702
H  2.078  0.563  0.890
H  -1.908  4.315  -5.966
H  5.378  -1.652  -0.737
H  3.986  5.133  5.736
H  1.178  1.652  2.028
C  -0.060  3.034  -0.763
H  -0.562  2.755  -1.757
C  -2.596  5.174  -3.130
H  6.581  -0.557  -1.576
C  -3.762  0.690  4.975
H  2.852  -3.844  1.928
H  -2.831  -2.124  -4.223
H  -3.010  6.154  -2.879
C  4.439  -2.543  2.702
O  0.072  -0.571  0.112
C  0.709  -0.198  5.589
H  3.309  1.085  -2.763
H  -2.937  -0.130  -6.546
C  0.503  -4.151  7.627
H  4.245  -0.574  6.399
C  1.822  -3.653  -1.607
C  -6.207  1.344  -2.665
H  0.766  2.251  -7.874
H  -3.026  0.911  5.785
H  2.538  -3.117  3.442
H  1.895  0.055  2.562
H  -7.123  1.897  -2.429
H  -0.551  -4.285  7.837
O  4.502  -1.421  3.635
C  0.191  -0.240  1.414
H  -2.363  -0.393  3.785
C  -0.998  2.711  0.371
C  -2.658  -1.848  -5.251
H  1.042  1.263  -4.321
C  4.565  -0.757  -2.550

Output
charge: 0
E_HOMO: -8.167 eV

---

Entry 6:
Molecular formula: C6H8FN
Method: DFT, wB97M-V/def2-TZVPD

Positions of all 16 atoms, in Å:
H  -1.778  -1.011  -0.501
N  0.240  -1.415  -0.227
H  0.778  2.455  1.647
C  -0.675  0.234  -1.781
H  -0.643  -1.390  1.622
H  1.132  -1.170  1.641
H  1.178  -1.268  -0.673
C  0.230  -0.885  1.104
C  1.007  1.438  1.536
C  0.062  0.571  1.202
H  -0.056  1.986  -3.057
H  -0.990  -1.820  -1.825
H  1.939  1.115  1.879
C  -0.878  -1.043  -1.085
C  -0.376  1.191  -2.421
F  -1.170  1.012  0.938

Output
charge: 0
E_HOMO: -9.048 eV
energy above the lowest of the compared OMol25 structures with the same formula, charge and spin: 66.2 kcal per mole
structure (SMILES): C#CCNCC(=C)F